(1)
DFT (the ωB97M-V functional and the def2-TZVPD basis) results for C7H10IrN2O2 as an isolated structure.

Structure (XYZ):
```
22
Properties=species:S:1:pos:R:3:forces:R:3:lowdin_spin:R:1
C -0.97780 -0.07324 -1.85541 -2.2 -0.4 -0.6 0.100
C -1.44729 1.03017 -1.03732 -1.2 -0.5 -1.0 0.069
C -2.11280 0.48752 0.11504 -0.5 -1.2 -0.5 0.102
C -2.07747 -0.94544 0.02436 -0.9 0.7 -1.1 0.178
C -1.39900 -1.30518 -1.19428 -0.8 0.6 -0.5 0.174
Ir 0.09222 -0.07159 -0.05832 -2.8 2.2 4.7 1.911
N 1.55012 -0.98512 -0.52826 4.5 -5.0 -2.2 1.405
C 2.15989 0.87830 0.11230 1.6 4.8 1.0 0.469
C 0.92439 1.72260 0.23946 3.4 0.0 -0.5 0.101
H -2.59207 1.05341 0.89782 0.2 0.0 0.1 0.006
H -1.36191 2.07324 -1.28987 0.0 0.0 0.1 0.002
H -2.51621 -1.63051 0.72341 0.1 -0.1 0.2 0.012
H -1.23461 -2.30412 -1.55745 0.1 0.0 0.0 0.013
H -0.51030 0.00253 -2.82293 0.1 0.0 0.0 0.005
H 0.78653 2.45028 -0.56112 -0.1 -0.2 0.2 0.011
H 2.75231 1.01344 -0.79368 -0.2 -0.1 0.2 0.030
H 2.23269 -1.72760 -0.70215 0.0 -0.3 0.0 0.093
H 0.73019 2.11837 1.22719 -0.4 0.0 0.2 0.025
H 2.72058 0.66278 1.02015 -0.3 -0.3 -0.2 0.026
O 1.09345 -1.96126 3.60183 -1.3 0.6 -1.4 0.038
N 1.12688 -1.32255 2.56318 2.9 0.1 0.6 0.005
O 0.06020 -1.16603 1.87604 -2.0 -0.8 0.8 0.222
```
Positions in Å, forces in eV/Å.

## Properties
Spin multiplicity: 6
Gap between HOMO and LUMO (alpha / beta), Ha: 0.20904 / 0.21150
Highest occupied orbital energy (alpha / beta), hartree: -0.1936 / -0.2955
Net charge: 0
Expectation value of S²: 8.78
Lowest unoccupied orbital energy (alpha / beta), eV: 0.42 / -2.29

---

(2)
DFT (the ωB97M-V functional and the def2-TZVPD basis) results for C24H37BaN4O3SeSi as an isolated structure.

Structure (XYZ):
```
71
Properties=species:S:1:pos:R:3:forces:R:3:lowdin_charge:R:1
Ba 0.69319 -0.29143 0.54619 0.1 0.7 0.2 1.890
O 1.59157 -1.38007 2.68221 -0.4 -0.1 0.1 -0.327
C 1.10828 -2.12971 3.60893 0.6 0.0 0.0 -0.403
C 1.84658 -2.25593 4.82620 0.0 0.1 0.0 -0.041
C 1.45537 -3.05853 5.86514 -0.1 -0.1 0.0 -0.115
C 0.28579 -3.82631 5.76953 0.1 0.0 0.0 -0.130
C -0.43954 -3.74185 4.60460 -0.1 0.0 0.0 -0.083
C -0.08255 -2.91615 3.52455 -0.3 -0.1 -0.2 -0.139
C -0.99116 -2.99694 2.37668 0.0 0.1 0.1 -0.118
N -1.04718 -2.23419 1.36123 0.1 -0.2 -0.1 -0.098
C -2.03289 -2.48754 0.32381 -0.2 0.1 -0.1 -0.232
C -1.37512 -2.71346 -1.04065 0.1 -0.2 0.1 -0.234
N -0.62765 -1.54953 -1.47198 0.0 0.1 -0.1 -0.104
C -0.73576 -1.13862 -2.67222 0.1 0.0 -0.1 -0.128
C -0.06786 -0.00439 -3.31396 -0.2 -0.2 0.0 -0.151
C -0.60965 0.33947 -4.56720 0.0 -0.1 0.0 -0.092
C -0.15934 1.38893 -5.32834 0.1 0.0 0.0 -0.120
C 0.90642 2.14661 -4.82372 -0.1 0.0 -0.1 -0.112
C 1.46869 1.83594 -3.61642 0.1 0.0 0.1 -0.047
C 1.02922 0.75350 -2.79475 0.3 0.2 -0.1 -0.411
O 1.65274 0.53129 -1.68976 -0.3 -0.3 -0.1 -0.331
H 2.75867 -1.67266 4.88432 0.0 0.0 0.0 0.101
H 2.06327 -3.10651 6.76214 0.0 0.0 0.0 0.093
H -0.03063 -4.47111 6.57793 0.0 0.0 0.0 0.084
H -1.34117 -4.33850 4.50060 0.0 0.0 0.0 0.099
H -1.72687 -3.81270 2.45947 0.0 0.0 0.0 0.116
H -2.67492 -1.60161 0.25773 0.0 0.0 0.0 0.116
H -2.68069 -3.35127 0.53448 0.1 0.0 0.2 0.110
H -2.14480 -3.03402 -1.75733 0.0 0.2 -0.1 0.112
H -0.66617 -3.54418 -0.93778 0.0 0.0 0.0 0.118
H -1.42166 -1.67513 -3.34649 0.0 0.0 0.0 0.120
H -1.44286 -0.25534 -4.92918 0.0 0.0 0.0 0.103
H -0.62074 1.63159 -6.27582 0.0 0.0 0.0 0.087
H 1.28386 2.99236 -5.38818 0.0 0.0 0.0 0.095
H 2.28823 2.42359 -3.21889 0.0 0.0 0.0 0.103
N -0.67921 1.45152 2.42184 0.1 -0.2 0.1 -0.126
C 0.18017 1.92580 3.49647 0.1 0.0 0.1 -0.289
C 1.38396 2.65925 2.92828 0.0 0.0 0.0 -0.277
N 2.23123 1.74131 2.15784 0.0 0.0 0.0 -0.065
H -1.13059 2.20334 1.89915 0.0 0.0 0.0 -0.085
H -1.44272 0.88939 2.78431 0.0 0.0 0.0 0.061
H 0.53317 1.05412 4.05868 0.0 0.0 0.0 0.106
H -0.32416 2.58467 4.21615 0.0 0.0 -0.1 0.108
H 1.92252 3.15133 3.74847 0.0 0.0 0.0 0.103
H 1.03648 3.44338 2.25043 0.0 0.0 0.0 0.116
H 2.57112 0.99019 2.75402 0.0 0.0 0.0 0.051
H 3.03052 2.22975 1.77407 0.0 0.0 0.0 0.071
C 4.08940 -0.89926 0.22044 -0.1 -0.1 -0.1 -0.038
C 3.52393 -2.04788 -0.58128 0.0 0.0 0.0 -0.507
C 4.31477 -2.52823 -1.76705 0.0 0.0 0.0 -0.010
O 2.44219 -2.52285 -0.31285 0.0 0.0 0.0 -0.011
H 5.17834 -0.91220 0.24409 0.0 0.0 0.0 0.081
H 3.68420 -0.93545 1.23295 0.0 0.0 0.0 0.059
H 3.77176 0.02218 -0.28120 0.0 0.0 0.0 0.075
H 5.36606 -2.66768 -1.51386 0.0 0.0 0.0 0.078
H 4.25717 -1.75270 -2.53583 0.0 0.0 0.0 0.097
H 3.88538 -3.44755 -2.15693 0.0 0.0 0.0 0.083
C -4.79431 4.06207 -1.98465 -0.1 0.0 0.0 -0.261
Si -3.31375 2.92301 -1.70694 -0.1 -0.1 0.0 -0.084
C -3.58647 1.43190 -2.83354 -0.1 0.0 0.0 -0.237
C -1.81546 3.83459 -2.38432 0.0 0.1 0.0 -0.238
Se -3.11342 2.34235 0.41340 0.0 -0.1 0.0 0.105
H -4.89378 4.34058 -3.03884 0.0 0.0 0.0 0.014
H -4.68805 4.97459 -1.39452 0.0 0.0 0.0 0.013
H -5.71588 3.56760 -1.66943 0.0 0.0 0.0 0.013
H -3.83426 1.73616 -3.85586 0.0 0.0 0.0 0.023
H -4.39421 0.80575 -2.44725 0.0 0.0 0.0 0.017
H -2.68074 0.82920 -2.86857 0.0 0.0 0.0 -0.013
H -1.98728 4.18687 -3.40644 0.0 0.0 0.0 0.021
H -0.94388 3.18153 -2.39951 0.1 -0.1 0.0 0.005
H -1.57688 4.69577 -1.75481 0.0 0.0 0.0 0.016
```
Positions in Å, forces in eV/Å.

## Properties
Gap between HOMO and LUMO, Ha: 0.21473
Highest occupied orbital energy, hartree: -0.1401
Net charge: -1
Lowest unoccupied orbital energy, eV: 2.03

---

Going through the records in order, we get relative energy (zero: lowest compared OMol25 entry of this formula, charge and spin) values of 0.00 16.78 kcal/mol.
Going through the records in order, we get max |F| values of 7.1 0.8 eV/A.